Molecular formula: C26H42ClDyN4O4
Method: DFT, ωB97M-V/def2-TZVPD

```
! RIJCOSX wB97M-V def2-TZVPD def2/J DEFGRID3
* xyz 0 6
O 2.281 0.029 -3.823
C 1.136 0.367 -4.101
C 0.609 1.762 -4.225
C 0.971 2.827 -3.373
H 1.333 2.640 -2.355
C 0.861 4.131 -3.870
H 1.229 4.963 -3.285
C 0.280 4.368 -5.130
H 0.265 5.374 -5.551
C -0.417 3.324 -5.750
H -1.023 3.521 -6.625
C -0.328 2.031 -5.235
H -0.941 1.206 -5.609
H 0.309 -0.389 -4.152
C -2.299 -1.381 -1.982
C -2.313 -0.003 -1.403
H -2.748 -1.443 -2.996
H -2.727 -2.162 -1.340
H -1.274 -1.715 -2.227
C -2.815 1.049 -2.079
C -4.307 1.205 -2.319
H -2.305 1.877 -2.615
H -4.524 1.684 -3.283
H -4.751 1.824 -1.536
H -4.785 0.220 -2.316
Dy -0.645 -0.099 0.232
Cl -3.054 0.430 0.987
C -1.243 0.151 3.350
O -0.590 -0.562 2.531
N -1.296 -0.071 4.649
C -0.693 -1.258 5.273
C -2.116 0.799 5.494
H -1.820 1.024 2.987
H -0.040 -1.792 4.568
H -1.472 -1.926 5.667
H -0.112 -0.952 6.150
H -2.395 1.693 4.914
H -1.548 1.107 6.377
H -3.020 0.266 5.817
H 5.184 1.567 -1.928
H 4.854 2.380 0.178
C 4.086 1.610 -2.065
C 3.825 2.037 0.359
N 3.451 1.220 -0.808
H 3.728 0.916 -2.839
C 2.574 0.225 -0.751
O 1.633 0.175 0.097
H 3.769 1.458 1.288
H 2.717 -0.578 -1.502
H 3.760 2.635 -2.336
H 3.183 2.927 0.450
H -0.029 -5.632 0.631
H 2.180 -5.527 -1.017
C -0.481 -5.038 -0.174
C 1.532 -4.895 -1.642
N 0.533 -4.210 -0.823
H -1.257 -4.393 0.240
C 0.595 -2.907 -0.625
O -0.247 -2.273 0.100
H 2.146 -4.138 -2.140
H 1.397 -2.360 -1.141
H -0.911 -5.726 -0.912
H 1.039 -5.526 -2.395
C -1.286 3.573 -0.515
C -0.382 3.454 0.646
C 0.239 4.548 1.317
C 1.051 3.978 2.308
C 0.915 2.569 2.200
C 1.672 1.599 2.999
N 0.007 2.263 1.206
H -1.014 4.467 -1.097
H -2.341 3.670 -0.205
H -1.202 2.706 -1.189
H 0.098 5.585 1.043
H 1.699 4.480 3.020
H 2.649 2.032 3.252
H 1.177 1.370 3.951
H 1.835 0.664 2.458
*
```

Results
* max |F|: 0.0910 Eh/bohr
* E: -78397.370 eV
* LUMO energy (alpha / beta): -0.184 / -0.183 eV

Löwdin population analysis, charges in e, atoms 1 to 6: number 1, O, carries 0.00; number 2, C, carries -0.17; number 3, C, carries -0.19; number 4, C, carries -0.02; number 5, H, carries 0.12; number 6, C, carries -0.06